The following is a quantum chemistry calculation of 10 unconnected molecules or ions with the total composition C42H110N6O13 in a non-equilibrium geometry, from OMol25.

The HOMO energy (spin up / spin down) is -10.286 / -10.286 eV. For the total energy, the calculation gives -80874.2796 eV. As for the spin multiplicity: 2. The net charge is +1. As for the LUMO energy (spin up / spin down): -0.08985 / -0.28398 hartree. Its max |F| is 3.7 eV Å⁻¹. The value obtained for the orbital gap (spin up / spin down) is 7.841 / 2.558 eV.

Structure (XYZ):
```
171
Properties=species:S:1:pos:R:3:forces:R:3:lowdin_spin:R:1
C -2.179480 1.351963 -5.544394 -0.434 -0.287 -0.183 0.00
C -0.675773 1.261452 -5.392411 0.041 0.951 1.007 0.00
C -0.292224 0.832516 -3.962623 -0.870 -0.365 -0.188 0.00
O -0.221482 0.346884 -6.319305 0.267 -1.470 -1.248 0.00
H -2.490295 1.694257 -6.531478 0.305 0.353 0.002 0.00
H -2.623895 1.993221 -4.783217 0.015 0.025 -0.037 0.00
H -2.630331 0.360956 -5.492162 0.089 -0.175 0.393 0.00
H -0.269541 2.234441 -5.668779 0.235 0.361 0.369 0.00
H -0.894000 -0.060110 -3.791809 -0.101 -0.224 0.186 0.00
H -0.610908 1.549178 -3.205700 0.159 0.227 -0.046 0.00
H 0.732893 0.515318 -3.771232 0.148 0.434 -0.350 0.00
H 0.679745 0.065093 -6.146156 0.045 0.202 0.114 0.00
C -8.021722 2.427185 1.387873 -0.580 -0.638 0.104 0.00
C -8.863296 3.533008 1.950767 1.533 2.540 0.796 0.00
C -8.568816 3.757346 3.429539 0.579 -0.004 1.366 0.00
O -8.499678 4.866050 1.411828 -0.940 -1.020 -0.998 0.00
H -8.499071 1.595938 1.906782 0.681 -0.737 0.031 0.00
H -6.962046 2.519087 1.626111 -0.192 -0.094 0.186 0.00
H -8.122128 2.198888 0.326788 -0.192 0.476 -0.062 0.00
H -9.923302 3.325154 1.804912 0.004 0.457 -0.324 0.00
H -8.826427 3.003975 4.173971 -0.503 -0.152 -0.338 0.00
H -8.866295 4.737244 3.802917 -1.103 -0.102 -0.248 0.00
H -7.507687 3.898841 3.634695 0.648 -0.525 -0.629 0.00
H -7.821873 5.255212 1.969273 -0.018 -0.196 0.089 0.00
C -1.066681 6.457725 -2.052130 -2.276 -0.285 -1.037 0.00
C -1.459520 7.163611 -0.708704 0.913 -1.760 -0.598 0.00
C -2.582996 6.448275 0.106518 -0.487 -0.072 -1.724 0.00
O -0.305690 7.198091 0.043331 1.046 1.770 1.187 0.00
H -0.328152 6.854248 -2.748858 0.617 0.540 0.960 0.00
H -1.921850 6.492489 -2.727093 -0.650 0.160 -0.035 0.00
H -0.941296 5.375307 -2.024721 0.439 -0.064 0.753 0.00
H -1.765586 8.181311 -0.951035 0.043 0.071 0.213 0.00
H -3.489480 6.931039 -0.258620 -0.473 -0.041 0.703 0.00
H -2.492135 6.402669 1.191762 0.233 0.848 -0.120 0.00
H -2.729310 5.404878 -0.172804 0.339 -0.263 -0.328 0.00
H 0.126795 6.341098 0.032773 0.118 -0.692 -0.022 0.00
C -0.050485 2.182806 6.134514 -1.063 0.543 1.226 0.00
C -0.660783 2.880093 4.930053 2.032 -1.023 0.002 0.00
C -1.422730 4.164539 5.112667 -0.165 -1.808 -0.246 0.00
O 0.486974 3.183944 4.147277 0.276 0.083 -1.279 0.00
H 0.658077 2.826740 6.655461 0.033 0.253 -0.025 0.00
H 0.491416 1.263627 5.911944 -0.340 0.023 -0.326 0.00
H -0.866050 2.004075 6.835242 0.104 -0.455 0.357 0.00
H -1.241317 2.097346 4.441816 -0.158 0.316 -0.598 0.00
H -2.377342 3.735951 5.417838 -0.465 1.297 0.641 0.00
H -1.496565 4.576122 4.106065 -0.221 0.343 0.212 0.00
H -0.849973 4.801081 5.787096 -0.652 0.236 0.203 0.00
H 0.833909 3.938739 4.628442 0.592 0.191 -0.297 0.00
C 0.688186 -1.594509 -1.545134 0.228 1.336 -0.261 0.00
O 1.485772 -0.414164 -1.359694 0.108 0.645 1.116 0.00
C 1.590796 -0.053726 0.025529 -0.292 -1.352 1.081 0.00
C 0.304518 0.327767 0.756543 0.298 -0.653 0.958 0.00
N -0.280303 1.481836 0.183580 1.501 0.052 -0.617 0.00
C -1.678616 1.519292 0.141496 -2.335 1.454 -0.154 0.00
C -2.313909 2.026548 1.463521 -0.393 -0.555 -0.283 0.00
O -3.722285 2.174544 1.306196 -0.358 0.798 0.504 0.00
C -4.263184 3.183721 2.176894 1.196 1.547 -0.863 0.00
H 1.021072 -2.003710 -2.498988 -0.026 -0.376 0.219 0.00
H -0.345483 -1.269894 -1.664544 -0.238 -0.359 0.171 0.00
H 0.810628 -2.248676 -0.681904 -0.051 -0.345 -0.220 0.00
H 2.369818 0.663284 0.284604 -0.040 0.512 -1.061 0.00
H 1.931199 -0.928036 0.580339 0.207 -0.564 0.009 0.00
H 0.534797 0.485871 1.810145 0.522 0.201 0.217 0.00
H -0.418587 -0.483251 0.842950 -0.131 -0.563 -0.575 0.00
H 0.128553 1.468332 -0.739872 -0.505 0.606 -0.511 0.00
H -2.219278 0.676713 -0.289597 0.147 -0.863 0.409 0.00
H -1.915609 2.283695 -0.598517 -0.283 0.414 0.046 0.00
H -1.802551 2.961317 1.693381 -0.136 0.309 0.111 0.00
H -2.228895 1.376301 2.334180 0.787 -0.390 -0.018 0.00
H -3.587817 4.039141 2.161465 0.526 0.269 -0.303 0.00
H -4.311590 3.063859 3.259200 -0.486 -1.308 0.024 0.00
H -5.143650 3.664129 1.750173 -0.380 -0.882 0.088 0.00
C 9.488834 -2.551172 -1.945873 -1.017 0.661 0.238 0.01
O 9.856284 -3.732311 -1.258363 -1.279 -0.997 -0.928 0.03
C 8.848050 -4.739335 -1.189770 1.962 -0.871 2.285 0.03
C 7.745165 -4.497389 -0.096559 1.443 -0.358 -0.889 0.10
N 6.903768 -5.657610 0.060042 0.304 3.701 0.386 0.56
C 5.851799 -5.432598 1.053317 1.590 -2.896 0.516 0.06
C 4.683211 -4.861936 0.317154 -2.077 0.552 0.490 0.05
O 4.564025 -3.501652 0.176229 0.839 2.165 1.705 0.06
C 4.669291 -2.797616 1.479211 0.323 0.820 -0.549 0.00
H 10.357038 -1.931213 -2.169410 0.023 -0.320 0.218 0.00
H 8.803111 -2.018758 -1.286769 0.080 0.603 0.175 0.00
H 8.886684 -2.682979 -2.844839 0.281 -0.536 -0.324 0.00
H 9.439577 -5.520241 -0.711882 0.007 -0.412 -0.121 0.00
H 8.420197 -5.251565 -2.051550 0.119 0.943 -0.786 0.00
H 7.152009 -3.689808 -0.525594 -0.826 0.402 0.053 0.05
H 8.195426 -4.140896 0.829884 -0.200 -0.209 0.115 0.01
H 6.559220 -5.884821 -0.861783 -0.194 -1.125 -0.372 0.02
H 6.255701 -5.021344 1.978428 -0.071 0.744 -0.461 0.00
H 5.600512 -6.441777 1.379700 -0.645 -0.136 -0.081 0.01
H 3.804145 -5.076247 0.924954 -0.200 -1.194 -0.066 0.02
H 4.629436 -5.283685 -0.686507 -0.327 -0.213 0.089 0.00
H 5.705911 -2.773551 1.815286 0.039 -0.261 -0.039 0.00
H 4.032226 -3.068672 2.321089 -0.233 -1.300 -0.363 0.00
H 4.382043 -1.747988 1.417137 0.077 -0.001 -1.079 0.00
C 5.861112 -6.863732 -5.357025 1.281 -0.335 1.435 0.00
O 5.745936 -5.921830 -4.267591 0.112 -0.894 0.134 0.00
C 6.088429 -4.560006 -4.448019 -1.200 -1.113 -0.737 0.00
C 5.897471 -3.964147 -3.092722 -0.377 2.461 0.056 0.00
N 6.043789 -2.485096 -3.224893 0.939 -0.410 1.267 0.00
C 5.847858 -1.635547 -2.014287 -1.247 0.130 0.128 0.00
C 4.448171 -1.010805 -2.150873 1.347 1.046 -0.139 0.00
O 4.640484 0.086270 -3.066313 -0.596 -0.609 -0.438 0.00
C 3.451518 0.393253 -3.801894 0.333 0.722 0.455 0.00
H 6.297872 -7.688283 -4.793585 0.433 -0.383 -0.629 0.00
H 6.565365 -6.506948 -6.108577 -0.174 -0.067 -0.121 0.00
H 4.969269 -7.325637 -5.780551 -0.556 1.035 -0.009 0.00
H 5.352158 -4.283586 -5.202748 0.090 1.308 0.037 0.00
H 7.088283 -4.317500 -4.807976 0.258 -0.483 -0.143 0.00
H 6.676823 -4.319308 -2.418514 -0.058 -0.058 -0.156 0.00
H 4.919981 -4.225893 -2.687633 -0.217 -0.288 0.074 0.00
H 5.364983 -2.134523 -3.885525 0.133 -0.097 -0.302 0.00
H 6.594705 -0.859929 -1.844774 0.111 0.300 -0.962 0.00
H 5.847807 -2.051477 -1.006755 0.051 -1.318 -0.417 0.00
H 4.044063 -0.662116 -1.200486 -0.033 0.175 0.059 0.00
H 3.771671 -1.769895 -2.543582 -0.234 -0.008 -0.134 0.00
H 3.128623 -0.464397 -4.392046 -0.468 -0.288 0.366 0.00
H 3.588644 1.185962 -4.537363 0.801 0.063 0.105 0.00
H 2.743742 0.820353 -3.091453 -0.542 -0.596 -0.198 0.00
C -5.191143 -6.937835 -1.155793 -0.857 0.478 0.890 0.00
C -4.502819 -6.221467 -2.290200 -0.539 -1.931 -0.778 0.00
C -3.762308 -4.943386 -1.885907 1.305 -0.465 -1.286 0.00
O -4.479860 -3.775477 -2.162416 -1.201 0.469 0.985 0.00
C -3.723762 -2.578459 -2.048335 -0.306 -0.630 -0.480 0.00
N -3.659228 -7.311530 -2.950105 0.336 2.364 -0.238 0.00
H -4.459659 -7.158697 -0.378454 -0.159 0.190 0.356 0.00
H -5.668069 -7.891315 -1.382757 0.304 -0.064 -0.658 0.00
H -6.044377 -6.357350 -0.804910 0.219 0.330 0.640 0.00
H -5.274630 -5.904109 -2.991399 0.164 -0.040 -0.332 0.00
H -2.918772 -4.791312 -2.559273 0.783 -0.891 0.019 0.00
H -3.373532 -5.047123 -0.872890 -0.166 0.363 0.431 0.00
H -2.802115 -2.695697 -2.618358 0.205 0.153 -0.325 0.00
H -3.419656 -2.309660 -1.036723 -0.301 -0.123 0.341 0.00
H -4.355732 -1.806860 -2.488051 0.233 0.087 0.147 0.00
H -2.852297 -7.470661 -2.363894 0.030 -0.371 0.015 0.00
H -4.186745 -8.163679 -3.075229 -0.028 0.106 0.280 0.00
C 2.009839 3.450137 -1.293950 0.561 -0.375 0.784 0.00
C 1.898875 3.911099 0.165486 -0.148 -0.510 0.335 0.00
C 2.995520 4.661572 0.882133 0.553 1.747 0.287 0.00
O 4.263898 4.081033 0.869318 -0.018 -1.457 0.438 0.00
C 5.160741 4.586464 -0.063727 -0.302 0.932 -0.042 0.00
N 0.596886 4.596720 0.290312 0.392 -0.874 0.651 0.00
H 0.998908 3.349427 -1.688870 0.092 0.355 -0.304 0.00
H 2.371617 2.422575 -1.257445 0.543 0.070 -0.446 0.00
H 2.631262 4.089803 -1.920660 -0.150 -0.141 -0.091 0.00
H 1.822235 3.046414 0.824685 -0.002 -0.728 -0.419 0.00
H 2.793988 4.757685 1.949021 -0.751 -0.270 0.074 0.00
H 3.095249 5.705852 0.586093 -0.222 0.282 -0.558 0.00
H 5.517191 5.571128 0.238736 0.485 0.113 0.461 0.00
H 4.615368 4.858566 -0.967401 0.411 -0.771 -0.714 0.00
H 5.984295 3.873854 -0.109025 -0.097 0.207 -0.624 0.00
H 0.033262 3.870847 -0.128651 -0.801 0.274 -0.629 0.00
H 0.354106 4.337698 1.235866 -0.332 0.894 0.941 0.00
C -7.644404 0.902553 5.394037 -1.753 -0.213 0.595 0.00
C -6.986043 -0.370694 5.934783 -1.760 2.082 -1.559 0.00
C -5.648371 -0.483980 5.256200 0.583 -2.889 0.511 0.00
O -5.670552 -0.348003 3.856090 -0.612 0.785 -0.943 0.00
C -4.359302 -0.631607 3.341267 -1.256 1.114 0.083 0.00
N -7.015844 -0.178868 7.378730 0.850 -0.990 0.401 0.00
H -8.652093 0.998961 5.798225 -0.365 -0.522 0.607 0.00
H -7.943983 0.811922 4.349939 1.169 0.695 -0.357 0.00
H -7.230976 1.787838 5.877210 0.762 0.255 -1.060 0.00
H -7.667256 -1.139513 5.570131 0.330 -0.682 0.190 0.00
H -5.350142 -1.532379 5.252051 0.239 -0.564 1.385 0.00
H -4.876228 0.019772 5.837697 0.221 0.894 -0.427 0.00
H -4.318608 -0.629885 2.252031 -0.593 0.240 0.002 0.00
H -4.041871 -1.628310 3.647748 0.526 0.223 0.557 0.00
H -3.887333 0.282511 3.701445 1.606 -0.659 -0.022 0.00
H -7.871379 -0.588429 7.725739 -0.477 0.304 -0.040 0.00
H -6.341750 -0.777450 7.834128 0.572 -0.082 0.079 0.00
```
Forces are in eV/Å.